Below is a structure of composition C6H9NOS, with properties calculated with ωB97M-V/def2-TZVPD.

Output
Kohn-Sham gap: 8.66 eV
multiplicity: 1
LUMO level: -0.003 eV
largest force on an atom: 0.0909 hartree/bohr
relative energy (zero: lowest compared OMol25 entry of this formula, charge and spin): 242.9 kJ/mol

Each line ends with the natural charge from an NBO analysis.
Atoms and positions in Å:
C 2.7269 0.7807 -1.3360  -0.31
C 1.2936 -1.3778 0.9613  -0.47
C 2.6637 0.4582 -0.0983  -0.31
C 1.5853 -0.2355 0.4748  0.08
C -1.8736 0.4808 -0.3712  0.67
C -3.0756 -0.4004 -0.2967  -0.70
N -1.3438 0.8362 0.8946  -0.79
O -1.2506 0.6404 -1.4123  -0.57
S 0.1819 1.5167 1.0719  0.26
H 3.2152 1.6097 -1.7390  0.21
H 1.9881 0.2669 -1.9503  0.20
H 0.5137 -1.6281 1.6839  0.22
H 1.8185 -2.2941 0.5752  0.22
H 3.2998 1.0946 0.6640  0.22
H -3.4765 -0.5851 0.7637  0.20
H -3.8675 -0.1388 -0.8617  0.24
H -2.7512 -1.3456 -0.6883  0.24
H -1.6479 0.3210 1.6644  0.39